Molecular formula: C3H3N4O2
Method: DFT, wB97M-V/def2-TZVPD

Its charge is -1. The energy relative to the best compared isomer or geometry (same formula, charge and spin) comes out at 156.2 kcal per mole. As for the highest occupied orbital energy: -3.21 eV. The value obtained for the LUMO energy is 4.0386 eV.

The geometry in XYZ format:
```
12
Properties=species:S:1:pos:R:3:forces:R:3
C 0.45476 -1.08396 0.32871 -0.2 -1.2 -0.7
C -1.29645 -1.39984 -1.35563 0.1 0.6 -0.7
C 0.50439 0.20883 0.67674 1.9 0.1 -0.1
N -0.41927 -1.77231 -0.40280 -0.9 -0.5 -0.6
N 0.53788 1.19559 1.41242 -2.4 -2.0 0.6
N -1.07362 -0.67930 -2.43010 0.1 0.0 1.3
N 1.24524 2.25100 1.62570 1.9 1.8 0.2
O 0.85515 3.35658 1.24717 -0.2 -0.2 -0.1
O 2.22727 2.08809 2.37290 -0.1 0.1 -0.3
H 1.27739 -1.79549 0.66781 -0.8 1.6 0.3
H -2.32615 -1.83413 -1.29907 0.6 -0.1 0.5
H -1.98660 -0.53505 -2.84384 -0.1 -0.1 -0.5
```
Positions in Å, forces in eV/Å.


Molecular formula: C22H25BBr2Cl40IN3O4P
Method: DFT, wB97M-V/def2-TZVPD

Its charge is +1. As for the highest occupied orbital energy: -12.16 eV. The value obtained for the LUMO energy is -3.2728 eV.

The geometry in XYZ format:
```
99
Properties=species:S:1:pos:R:3:forces:R:3
C -4.77043 -0.73298 1.35419 0.7 -0.3 -0.9
C -3.43776 -0.53930 0.58839 -0.4 0.3 1.2
C -2.66448 0.64599 1.20279 -0.2 -1.6 -0.2
I -2.29354 0.01567 3.26507 0.1 0.1 -0.2
C -1.42522 1.24204 0.45767 -0.1 0.6 1.3
C -1.65543 2.77751 0.55605 -0.2 0.1 0.3
Br -3.24783 3.28632 -0.50905 0.2 -0.1 -0.2
C -1.86897 3.35632 1.97948 -0.2 1.4 -0.3
C -3.26042 3.80403 2.39772 0.3 -0.4 1.0
Br -0.79916 5.03629 2.08208 -0.3 -0.4 0.1
C -0.07628 0.72900 1.02162 0.8 -0.4 -0.1
P 0.85828 1.64245 2.30376 0.9 0.2 -0.1
O 1.46905 2.83698 1.70930 0.0 1.0 -0.4
C 1.06244 0.45266 -0.01587 -0.4 -0.5 -0.1
C 0.64773 -0.60752 -1.06878 -0.1 1.2 0.4
C -0.87229 -0.56581 -1.15470 0.9 -1.8 -0.8
B -1.50236 -1.40506 -2.35068 -0.3 1.2 -0.7
N -2.49025 -0.91668 -3.32620 0.3 0.4 0.4
O -1.09355 -2.66506 -2.43555 0.3 -0.8 0.4
N -1.39495 0.80889 -1.00199 -1.3 0.0 -0.3
C -0.80489 1.79971 -1.93093 1.2 0.3 -1.8
O -0.26994 1.14087 -3.07538 -0.5 -1.4 1.0
N 0.41794 2.12564 -3.91421 -0.2 1.3 -0.5
O 1.54031 1.93379 -3.91368 0.5 -0.2 0.0
H -5.46878 -1.15685 0.65956 -0.6 -0.1 -0.2
H -5.15913 0.19664 1.73542 -0.2 0.2 0.3
H -4.62809 -1.48129 2.11282 -0.1 0.0 0.6
H -2.88152 -1.44496 0.76970 0.3 -0.5 -0.6
H -3.69992 -0.43653 -0.46784 0.6 0.4 0.2
H -3.42553 1.37680 1.37069 0.0 0.8 -0.1
H -0.84478 3.34483 0.14544 0.4 0.1 -0.5
H -1.50091 2.77678 2.80080 0.5 -0.7 -0.1
H -4.03371 3.05707 2.28651 -0.2 -0.2 -0.3
H -3.18624 3.97689 3.46173 0.0 0.1 0.5
H -3.52800 4.75920 2.00197 -0.4 0.3 -0.7
H -0.21279 -0.27560 1.39741 -0.5 -0.3 0.5
H 1.90350 0.76246 2.63746 -0.5 -0.6 0.3
H 0.16908 1.86354 3.50360 -0.2 -0.3 0.0
H 1.46016 1.35215 -0.45498 0.1 0.3 -0.1
H 1.84282 -0.01176 0.56248 0.6 0.1 0.2
H 0.98488 -1.58235 -0.76745 -0.1 -0.4 0.2
H 1.10776 -0.39028 -2.01420 0.2 0.1 -0.3
H -1.16111 -1.19445 -0.32527 -0.6 0.5 0.7
H -2.12944 -0.17085 -3.90814 0.1 0.1 -0.1
H -3.32978 -0.57986 -2.87843 -0.2 0.1 -0.3
H -1.67743 -3.13155 -3.04574 0.1 -0.3 -0.3
H -2.36365 0.76041 -1.32400 -0.2 0.0 0.2
H -1.53183 2.48904 -2.31453 -0.7 0.3 0.4
H 0.00152 2.35614 -1.49229 0.2 0.1 0.7
C -1.53235 -5.19207 1.61231 0.0 -0.1 0.2
Cl -0.08117 -5.96394 2.23173 0.0 0.0 0.0
Cl -2.53580 -6.41635 0.82579 0.1 0.0 0.1
Cl -2.43103 -4.45838 2.94315 0.0 0.1 0.0
Cl -1.10633 -3.92886 0.42848 -0.3 -0.2 -0.1
C 2.67390 -7.94247 4.82360 -0.1 -0.1 0.1
Cl 4.18203 -8.64652 5.42318 0.0 0.1 -0.1
Cl 1.68458 -9.20194 4.08009 0.0 0.0 0.0
Cl 1.78555 -7.19802 6.15830 0.0 0.2 -0.2
Cl 3.04890 -6.70439 3.61394 0.0 -0.1 0.2
C -4.92150 -3.61230 -2.29217 -0.1 -0.2 -0.1
Cl -4.88041 -1.90555 -1.76200 -0.6 -0.7 -0.2
Cl -6.59932 -4.11297 -2.45980 0.1 0.0 0.0
Cl -4.08986 -3.76859 -3.84220 -0.1 0.0 0.0
Cl -4.09919 -4.61852 -1.09089 -0.3 0.3 -0.2
C 3.33153 -3.00612 1.79652 0.1 0.0 0.0
Cl 4.19526 -1.83730 0.78415 -0.1 0.0 0.0
Cl 3.12991 -2.34693 3.42355 0.0 0.0 0.0
Cl 1.73379 -3.34602 1.10239 0.4 0.2 0.2
Cl 4.24879 -4.50680 1.87851 0.1 0.2 -0.2
C 2.11809 5.23248 -1.07175 0.1 0.2 0.1
Cl 3.03451 6.19798 -2.22648 -0.4 -0.1 -0.2
Cl 1.99085 6.07837 0.46571 0.2 0.0 -0.2
Cl 0.47828 4.95982 -1.71034 -0.1 0.0 -0.1
Cl 2.92520 3.68025 -0.84100 0.1 0.0 -0.1
C -5.40608 7.65689 3.71953 0.0 0.1 0.0
Cl -6.06065 7.95192 2.10597 0.0 0.0 0.0
Cl -6.39237 6.44284 4.54234 0.0 0.0 0.0
Cl -3.74684 7.06142 3.57699 0.1 0.1 0.0
Cl -5.41822 9.15519 4.64612 0.0 0.0 0.0
C 4.77356 1.12838 -5.54363 0.1 0.0 -0.1
Cl 5.66494 1.94773 -6.81967 0.0 0.1 0.1
Cl 4.71293 2.16021 -4.11053 0.0 0.0 0.0
Cl 3.12778 0.78818 -6.11125 0.1 -0.1 -0.1
Cl 5.57656 -0.39134 -5.14163 0.0 0.0 0.0
C 0.71226 -10.95392 7.86397 0.0 0.0 0.1
Cl 0.55468 -11.05560 9.61880 0.0 0.0 0.0
Cl 0.74457 -12.57998 7.17849 0.0 0.0 0.0
Cl -0.66257 -10.06195 7.19913 0.0 0.0 0.0
Cl 2.20821 -10.11140 7.45141 0.0 -0.4 0.3
C 5.87156 0.36091 -10.85796 0.0 0.0 0.0
Cl 7.10736 -0.89811 -10.81585 0.0 0.0 0.0
Cl 5.00052 0.28324 -12.39049 0.0 0.0 0.0
Cl 4.74111 0.12042 -9.52214 -0.1 -0.1 -0.1
Cl 6.63787 1.94495 -10.69394 0.0 0.0 0.0
C 6.64064 7.63959 -0.17155 0.1 0.0 0.0
Cl 5.44333 6.34090 -0.22292 0.4 0.0 0.3
Cl 8.11764 7.05552 0.59843 0.0 0.0 0.0
Cl 7.00139 8.16451 -1.81885 0.0 0.0 0.0
Cl 5.99056 8.99730 0.75065 0.0 0.0 0.0
```
Positions in Å, forces in eV/Å.


Molecular formula: C2HClNOS2
Method: DFT, wB97M-V/def2-TZVPD

Its charge is -1. The energy relative to the best compared isomer or geometry (same formula, charge and spin) comes out at 24.0 kcal per mole. As for the highest occupied orbital energy: -3.43 eV. As for the SMILES: O=C=N[C@@]([S-])(S)Cl. The value obtained for the LUMO energy is 3.3115 eV.

The geometry in XYZ format:
```
8
Properties=species:S:1:pos:R:3:forces:R:3
C -0.06566 1.33541 -1.36961 0.5 -0.6 -0.3
C 0.44912 -0.31660 0.32700 -1.4 -0.1 1.2
N 0.58121 0.53247 -0.76881 -0.4 0.4 -1.4
O -0.55354 2.09590 -2.11337 -0.4 0.6 0.0
S 0.96769 0.46487 1.76042 0.7 0.0 1.1
S -1.46520 -0.77761 0.49941 1.3 -1.4 2.0
Cl 1.29038 -1.87081 -0.13112 0.2 -0.4 -0.1
H -1.20400 -1.46363 1.79606 -0.5 1.4 -2.4
```
Positions in Å, forces in eV/Å.


Molecular formula: CH5N2O
Method: DFT, wB97M-V/def2-TZVPD

Its charge is +1. The energy relative to the best compared isomer or geometry (same formula, charge and spin) comes out at 144.2 kcal per mole. As for the highest occupied orbital energy (alpha / beta): -16.72 / -16.72 eV. The value obtained for the LUMO energy (alpha / beta) is -7.1439 / -7.1448 eV.

The geometry in XYZ format:
```
9
Properties=species:S:1:pos:R:3:forces:R:3
C 0.64077 0.77475 -0.61775 3.0 -0.2 4.3
N -0.69799 -0.63199 1.30763 -4.0 1.3 -5.3
N -0.34914 -0.18286 -0.51700 -1.9 -2.5 5.4
O -1.04869 -0.60324 -1.31295 -0.4 -0.1 -0.8
H 0.58305 1.40466 0.34969 -0.2 -0.6 -1.8
H 0.50991 1.23792 -1.51259 0.3 1.7 -2.6
H 1.63527 0.19075 -0.43407 -1.4 0.9 -0.8
H 0.19296 -0.81606 1.63133 2.3 -1.6 0.8
H -1.46615 -1.37393 1.10571 2.4 1.0 0.7
```
Positions in Å, forces in eV/Å.


Molecular formula: C15H34AgBr2Cl3F3O8S
Method: DFT, wB97M-V/def2-TZVPD

Its charge is +1. As for the highest occupied orbital energy: -11.13 eV. The value obtained for the LUMO energy is -5.1579 eV.

The geometry in XYZ format:
```
67
Properties=species:S:1:pos:R:3:forces:R:3
Ag -4.02020 0.21392 -0.87142 0.0 0.1 0.8
O -1.37121 3.53406 -0.01332 -0.8 0.3 1.2
H -0.50698 3.85977 -0.43441 1.5 0.0 -2.0
H -1.20311 2.78355 0.63391 0.0 -0.4 -0.2
H -1.98557 3.28797 -0.71276 0.1 -0.1 -0.1
O 0.31254 1.65520 -2.95107 0.2 -0.8 -1.2
H 0.83202 2.50206 -2.70823 -0.8 1.5 1.3
H 0.46963 0.94155 -2.29311 0.1 -0.3 0.1
H -0.63625 1.81898 -2.96029 0.1 0.4 0.0
C 1.71718 3.47298 0.45088 0.5 -0.2 0.3
C 1.79836 4.00267 -0.97696 -0.2 -0.2 0.0
C 2.98560 3.32750 -1.68287 0.5 0.4 -0.6
O 0.61604 3.83360 -1.72299 -0.5 -0.5 0.8
H 1.43484 2.41648 0.44642 0.1 -0.1 0.1
H 1.09577 4.01413 1.17318 -0.4 0.2 -0.4
H 2.71889 3.60418 0.86427 0.0 -0.4 0.2
H 2.00680 5.07191 -0.84696 0.2 0.1 -0.4
H 3.78959 3.02618 -1.01006 0.0 0.2 0.0
H 3.39020 3.99427 -2.44874 0.2 0.2 0.2
H 2.78959 2.43874 -2.29109 -0.6 -0.3 0.4
C 0.13761 -1.24633 1.36520 -1.0 1.6 0.3
F -0.35346 -1.33549 2.59673 -0.2 -0.5 -0.2
F 1.40010 -0.89163 1.45905 0.2 -0.2 -0.3
F -0.02034 -2.35421 0.67920 0.2 -0.3 0.2
S -0.81596 0.13624 0.45638 0.9 0.8 -1.0
O -2.04223 -0.51046 -0.02760 -0.1 -0.1 0.2
O -1.05625 1.26322 1.36695 -0.1 -0.7 0.0
O 0.08272 0.51924 -0.63070 -0.5 -0.5 0.6
C 3.95010 0.67299 1.74535 0.6 0.4 0.4
Cl 4.24956 -0.51439 3.01063 0.1 -0.1 0.0
Cl 4.38543 0.02205 0.14991 -0.4 0.3 0.4
Cl 4.86804 2.18205 2.07799 -0.2 -0.5 -0.2
H 2.90292 0.92704 1.85088 0.0 0.0 -0.6
C 1.23360 -3.11640 -2.83438 -0.6 -0.6 0.2
C 2.62977 -2.57127 -2.80941 0.5 0.6 0.1
C 2.27462 -1.10038 -2.57368 0.3 -0.6 -0.8
O 1.14372 -0.84801 -3.43282 -0.7 -0.2 0.1
C 0.51050 -2.10081 -3.75033 0.8 -1.3 0.7
H 0.84254 -3.07936 -1.81220 -0.2 0.3 0.0
H 1.11450 -4.17257 -3.07828 0.1 0.1 -0.6
H 3.14100 -2.72921 -3.76084 -0.1 0.2 -0.1
H 3.29448 -2.93592 -2.02625 -0.2 -0.2 0.1
H 3.05523 -0.40915 -2.88811 0.0 0.1 0.3
H 1.97726 -0.99160 -1.52805 0.2 0.3 0.0
H 0.68744 -2.35102 -4.79744 0.0 0.2 -0.1
H -0.55950 -2.18847 -3.55366 -0.1 0.8 0.0
C -3.95405 1.30610 3.50327 -0.8 -0.9 0.0
C -3.86187 2.62661 2.78854 -0.4 0.9 0.3
C -5.02132 2.56132 1.82812 0.2 0.0 0.2
O -4.91948 1.20942 1.30887 0.3 0.3 -1.6
C -4.38331 0.37261 2.32896 0.4 0.0 1.9
H -4.72177 1.27028 4.27746 0.0 0.4 0.0
H -3.03337 0.94428 3.95663 0.1 0.2 -0.1
H -2.93750 2.71068 2.22233 0.1 0.0 0.1
H -3.99571 3.49806 3.43088 0.3 -0.1 0.1
H -4.96831 3.33839 1.06570 0.0 -0.4 -0.4
H -5.97919 2.68501 2.33775 0.0 -0.2 0.0
H -3.42722 -0.11929 2.14518 -0.4 -0.3 -1.3
H -5.17599 -0.33172 2.58138 0.3 -0.2 0.2
Br 1.91633 -6.17320 -0.38427 -0.6 -0.2 0.3
C 0.73365 -6.01997 1.20141 -0.5 0.0 -0.3
C -0.43818 -6.98927 1.19661 0.2 -1.0 -0.9
Br -1.64393 -6.84697 2.73253 0.5 0.2 -0.3
H 0.30941 -5.02456 1.11002 0.4 0.2 0.4
H 1.41472 -6.17292 2.03045 -0.2 0.2 0.2
H -0.11944 -8.02851 1.13026 0.2 0.0 0.5
H -1.06064 -6.89221 0.30899 0.0 0.5 0.1
```
Positions in Å, forces in eV/Å.


Molecular formula: C21H28N2O
Method: DFT, wB97M-V/def2-TZVPD

The energy relative to the best compared isomer or geometry (same formula, charge and spin) comes out at 0.0 kcal per mole. As for the highest occupied orbital energy: -8.15 eV. As for the SMILES: COc1ccc2nc(C3CCCCC3)nc(C3CCCCC3)c2c1. The value obtained for the LUMO energy is 0.2203 eV.

The geometry in XYZ format:
```
52
Properties=species:S:1:pos:R:3:forces:R:3
C -4.95985 -4.02470 -0.03262 -0.1 -0.2 0.0
H -4.68243 -4.48949 0.91904 0.0 0.0 0.0
O -4.45959 -2.71370 -0.13570 0.1 0.2 0.0
C -3.11179 -2.51576 -0.09889 0.0 0.5 0.0
C -2.69075 -1.20608 -0.20011 -0.3 -0.3 0.0
C -1.32623 -0.88703 -0.17039 0.5 -0.5 0.1
C -0.37340 -1.93449 -0.03730 -0.6 0.4 0.0
N 0.95051 -1.68703 -0.00060 0.6 0.0 0.0
C 1.33454 -0.44250 -0.09224 0.1 -0.3 0.1
N 0.51635 0.61822 -0.21934 -0.4 0.5 -0.1
C -0.77715 0.42658 -0.26124 0.0 -0.1 -0.1
C -1.65219 1.64376 -0.36305 0.3 0.1 0.2
C -2.14693 2.01877 1.04261 -0.4 0.0 -0.2
C -3.05298 3.24393 0.97970 0.2 0.1 0.2
C -2.31665 4.42304 0.35190 -0.3 0.0 -0.2
C -1.81387 4.05405 -1.04033 0.2 0.0 0.2
C -0.90701 2.82995 -0.97471 -0.3 0.0 -0.2
H -0.55867 2.56343 -1.97422 0.1 0.0 0.0
H -0.02935 3.04587 -0.36554 0.1 0.0 0.0
H -1.26762 4.89451 -1.47318 0.0 0.0 -0.1
H -2.66770 3.84213 -1.68919 -0.1 0.0 -0.1
H -2.98100 5.28794 0.29303 0.1 0.1 0.1
H -1.46701 4.69455 0.98220 0.0 0.1 0.1
H -3.38682 3.50472 1.98640 -0.1 0.0 0.0
H -3.93899 3.01038 0.38401 -0.1 0.0 0.0
H -1.28001 2.23454 1.67099 0.1 0.0 0.0
H -2.68264 1.17686 1.48695 0.1 0.0 0.1
H -2.51880 1.40949 -0.98977 0.0 0.0 0.0
C 2.80512 -0.14665 -0.05491 0.0 -0.4 0.0
C 3.40300 -0.62495 1.27217 0.1 0.3 0.0
C 4.90522 -0.36782 1.31167 0.0 -0.3 0.1
C 5.59802 -1.06629 0.14628 0.1 0.3 0.0
C 5.01170 -0.58942 -1.17843 0.0 -0.3 0.0
C 3.50961 -0.84656 -1.22158 0.1 0.3 0.0
H 3.31135 -1.91743 -1.15103 0.0 -0.1 0.0
H 3.09483 -0.48712 -2.16610 -0.1 -0.1 0.0
H 5.49741 -1.10597 -2.00927 0.0 0.1 0.0
H 5.20033 0.48070 -1.29372 0.1 0.1 -0.1
H 5.45628 -2.14550 0.23631 0.0 -0.1 0.0
H 6.67124 -0.86454 0.17423 0.0 -0.1 0.0
H 5.31507 -0.72590 2.25871 0.0 0.1 0.0
H 5.09136 0.70728 1.25177 0.0 0.1 0.0
H 3.20368 -1.69304 1.37460 0.0 0.0 0.0
H 2.91253 -0.10846 2.10052 -0.1 -0.1 0.0
H 2.93042 0.93627 -0.14625 0.0 -0.1 0.0
C -0.82704 -3.26339 0.06059 -0.1 0.0 0.0
C -2.16328 -3.54974 0.03202 -0.1 -0.1 0.0
H -2.48541 -4.57666 0.10844 0.0 -0.1 0.0
H -0.09053 -4.04522 0.15865 0.1 -0.1 0.0
H -3.44170 -0.43938 -0.30157 -0.1 0.1 0.0
H -4.61781 -4.65415 -0.86053 0.0 0.0 0.0
H -6.04341 -3.92802 -0.08095 0.1 -0.1 0.0
```
Positions in Å, forces in eV/Å.